1.
{
  "formula": "C6H30O9",
  "method": "wB97M-V/def2-TZVPD",
  "symbols": ["C", "C", "C", "C", "C", "C", "H", "H", "H", "H", "H", "H", "H", "H", "H", "H", "H", "H", "H", "H", "O", "H", "H", "O", "H", "H", "O", "H", "H", "O", "H", "H", "O", "H", "H", "O", "H", "H", "O", "H", "H", "O", "H", "H", "O"],
  "positions_angstrom": [[3.313, 1.706, 2.101], [3.566, 0.901, 0.823], [3.546, 1.783, -0.422], [2.141, 1.880, -1.057], [0.709, -0.180, -1.445], [1.703, 0.643, -1.740], [2.252, 1.653, 2.400], [3.405, 2.799, 2.077], [3.827, 1.441, 3.026], [4.534, 0.428, 1.027], [2.933, 0.012, 0.800], [4.175, 1.370, -1.221], [4.054, 2.692, -0.125], [2.240, 2.717, -1.747], [1.456, 2.206, -0.266], [0.052, -0.232, -0.580], [0.368, -0.913, -2.171], [2.168, 0.448, -2.705], [-3.242, -1.435, 2.479], [-3.576, -0.059, 3.190], [-3.893, -0.745, 2.631], [-0.998, -3.076, -1.295], [-1.248, -3.618, -2.752], [-0.986, -2.844, -2.244], [-1.769, -1.870, 0.135], [-1.438, -3.313, 0.833], [-1.084, -2.501, 0.462], [-1.363, 0.766, 2.531], [-0.507, -0.393, 3.051], [-1.286, 0.132, 3.270], [-2.085, -1.591, -3.621], [-1.158, -0.704, -4.303], [-2.011, -0.651, -3.856], [-1.269, 2.099, 0.821], [-2.103, 1.202, -0.012], [-1.986, 1.458, 0.924], [0.093, -1.838, 1.644], [1.350, -0.968, 1.316], [0.874, -1.395, 2.033], [-2.909, 1.015, -2.443], [-1.713, 0.153, -2.236], [-2.231, 0.843, -1.776], [-3.580, -0.657, 0.923], [-3.053, -0.319, -0.545], [-3.278, -1.044, 0.067]],
  "de_lowest_kcal_mol": 41.83,
  "smiles": "C=CCCCC.O.O.O.O.O.O.O.O.O",
  "charge": 0
}

2.
{
  "formula": "C6H31NO11",
  "method": "wB97M-V/def2-TZVPD",
  "symbols": ["C", "N", "C", "C", "C", "C", "C", "O", "H", "H", "H", "H", "H", "H", "H", "H", "H", "H", "H", "H", "H", "O", "H", "H", "O", "H", "H", "O", "H", "H", "O", "H", "H", "O", "H", "H", "O", "H", "H", "O", "H", "H", "O", "H", "H", "O", "H", "H", "O"],
  "positions_angstrom": [[-1.648, 0.910, -0.184], [-0.212, 0.924, -0.181], [0.449, -0.418, -0.187], [1.927, 0.140, -0.283], [1.993, 1.263, 0.678], [0.473, 1.824, 0.761], [0.419, 3.230, 0.270], [1.068, 4.143, 0.765], [-2.078, -0.178, 0.035], [-2.095, 1.048, -1.200], [-2.230, 1.487, 0.592], [0.165, -1.011, -1.073], [0.366, -1.050, 0.754], [2.148, 0.311, -1.389], [2.729, -0.654, -0.036], [2.686, 1.987, 0.299], [2.345, 1.044, 1.648], [0.056, 1.869, 1.729], [-0.325, 3.423, -0.481], [1.208, -2.019, 3.246], [1.735, -1.430, 1.840], [1.438, -1.262, 2.721], [2.135, 0.067, -4.276], [0.782, 0.625, -3.881], [1.107, -0.006, -4.493], [0.427, 1.256, -2.415], [1.366, 2.367, -2.371], [0.679, 1.982, -2.894], [0.438, -3.699, -1.199], [-0.421, -3.484, -0.002], [0.191, -4.083, -0.401], [-2.828, -2.250, -0.152], [-2.412, -2.360, 1.277], [-2.016, -2.473, 0.442], [-3.065, -2.130, -2.745], [-4.289, -1.199, -2.637], [-3.489, -1.389, -2.251], [-0.272, -0.192, 4.816], [0.427, 0.196, 3.561], [-0.460, 0.177, 3.988], [-2.650, 0.467, 2.943], [-1.764, -0.532, 2.016], [-2.639, -0.026, 2.028], [1.734, 2.175, 3.539], [2.122, 3.262, 2.646], [2.358, 2.748, 3.352], [-0.138, -1.621, -3.837], [0.459, -2.937, -3.693], [-0.396, -2.522, -3.684]],
  "de_lowest_kcal_mol": 105.16,
  "smiles": "CN1CCC[C@H]1C=O.O.O.O.O.O.O.O.O.O.O",
  "charge": 0
}

3.
{
  "formula": "C6H32AsF6N12O10",
  "method": "wB97M-V/def2-TZVPD",
  "symbols": ["As", "F", "F", "F", "F", "F", "F", "C", "O", "N", "N", "H", "H", "H", "H", "C", "O", "N", "N", "H", "H", "H", "H", "C", "O", "N", "N", "H", "H", "H", "H", "C", "O", "N", "N", "H", "H", "H", "H", "C", "O", "N", "N", "H", "H", "H", "H", "C", "O", "N", "N", "H", "H", "H", "H", "O", "H", "H", "O", "H", "H", "O", "H", "H", "O", "H", "H"],
  "positions_angstrom": [[-0.860, -0.748, -1.604], [-2.164, -1.905, -1.903], [-1.661, 0.411, -2.700], [0.398, 0.478, -1.427], [-0.014, -1.735, -0.376], [0.062, -1.506, -2.978], [-1.798, -0.007, -0.347], [1.559, 1.148, 6.047], [1.955, 2.196, 6.449], [1.206, 0.146, 6.875], [1.477, 0.885, 4.798], [1.031, -0.730, 6.402], [1.325, 0.229, 7.874], [0.998, 0.072, 4.436], [1.647, 1.626, 4.134], [-0.080, -7.485, -3.225], [0.443, -8.578, -3.025], [0.353, -6.563, -4.022], [-1.175, -7.113, -2.632], [1.164, -6.756, -4.592], [0.038, -5.605, -4.070], [-1.327, -6.120, -2.736], [-1.702, -7.611, -1.929], [-0.889, 7.081, -1.932], [0.278, 6.603, -1.867], [-1.087, 8.343, -1.729], [-1.927, 6.376, -2.255], [-1.944, 8.779, -2.040], [-0.276, 8.898, -1.495], [-2.777, 6.897, -2.094], [-1.831, 5.371, -2.280], [5.593, -2.863, 0.830], [6.015, -1.912, 1.517], [5.884, -3.098, -0.378], [4.810, -3.755, 1.291], [6.447, -2.405, -0.849], [5.367, -3.781, -0.914], [4.380, -3.611, 2.194], [4.307, -3.962, 0.440], [6.177, 4.633, 2.697], [6.389, 5.811, 2.884], [6.721, 3.687, 3.409], [5.244, 4.191, 1.898], [7.443, 4.055, 4.012], [6.269, 2.794, 3.279], [4.672, 4.778, 1.308], [5.279, 3.191, 1.759], [-6.063, -2.119, 4.533], [-6.368, -1.020, 4.146], [-6.506, -2.651, 5.617], [-5.269, -2.842, 3.816], [-6.462, -3.648, 5.777], [-6.930, -2.094, 6.344], [-4.829, -3.543, 4.395], [-4.686, -2.322, 3.176], [-7.562, -1.365, -0.776], [-7.044, -1.050, -0.035], [-6.972, -1.298, -1.527], [3.819, 3.074, -4.453], [3.830, 3.824, -3.859], [3.229, 2.446, -4.036], [-1.461, 1.943, -8.056], [-1.536, 1.532, -7.195], [-1.928, 2.774, -7.966], [-7.023, -0.952, -5.999], [-7.265, -1.269, -6.869], [-6.393, -0.251, -6.166]],
  "charge": -1
}

4.
{
  "formula": "C6H32NO9S",
  "method": "wB97M-V/def2-TZVPD",
  "symbols": ["C", "C", "S", "C", "N", "C", "C", "C", "H", "H", "H", "H", "H", "H", "H", "H", "H", "H", "H", "H", "H", "H", "H", "H", "O", "H", "H", "O", "H", "H", "O", "H", "H", "O", "H", "H", "O", "H", "H", "O", "H", "H", "O", "H", "H", "O", "H", "H", "O"],
  "positions_angstrom": [[1.717, 1.603, 0.706], [1.055, 2.633, 1.677], [-0.727, 3.161, 1.671], [0.935, 0.379, 0.748], [0.349, -0.197, -0.518], [-1.086, -0.516, -0.324], [-1.827, -0.895, -1.615], [0.970, -1.565, -0.742], [1.821, 1.997, -0.301], [2.577, 1.461, 1.261], [1.718, 3.547, 1.486], [0.866, 2.454, 2.738], [1.561, -0.332, 1.384], [0.096, 0.309, 1.574], [-1.455, 0.507, 0.123], [-1.521, -1.191, 0.501], [-1.304, -0.765, -2.666], [-2.205, -1.834, -1.395], [-2.681, -0.109, -1.802], [0.475, -2.338, 0.044], [0.751, -1.725, -1.797], [2.043, -1.522, -0.634], [0.113, 1.548, -1.533], [0.358, 3.093, -1.633], [0.334, 2.279, -2.160], [3.601, -1.155, 0.747], [4.308, -2.443, 1.024], [3.587, -1.931, 1.370], [3.186, -0.217, -2.133], [3.199, 0.362, -0.665], [3.763, -0.213, -1.355], [-0.863, -2.245, 2.518], [0.265, -3.176, 2.084], [-0.626, -3.291, 2.545], [-1.503, 3.037, -2.446], [-2.317, 3.353, -1.288], [-2.346, 3.259, -2.229], [-1.799, -0.147, 2.511], [-2.034, -0.002, 4.079], [-1.765, -0.543, 3.434], [-2.561, -3.874, -1.319], [-2.110, -3.560, 0.133], [-2.876, -3.792, -0.330], [-4.334, 1.637, 1.098], [-3.387, 1.476, 2.069], [-4.016, 0.968, 1.619], [1.474, 0.320, -2.759], [2.082, 0.254, -4.214], [2.139, -0.058, -3.288]],
  "de_lowest_kcal_mol": 147.47,
  "charge": -1
}

5.
{
  "formula": "C6H33NO10",
  "method": "wB97M-V/def2-TZVPD",
  "symbols": ["C", "C", "C", "C", "C", "C", "N", "H", "H", "H", "H", "H", "H", "H", "H", "H", "H", "H", "H", "H", "H", "H", "O", "H", "H", "O", "H", "H", "O", "H", "H", "O", "H", "H", "O", "H", "H", "O", "H", "H", "O", "H", "H", "O", "H", "H", "O", "H", "H", "O"],
  "positions_angstrom": [[-3.351, 0.079, -1.091], [-3.715, -0.920, 0.003], [-2.534, -1.938, 0.096], [-0.210, -0.718, 2.987], [-0.791, -0.835, 1.635], [-1.752, -1.724, 1.392], [-1.881, 0.328, -1.360], [-3.644, -0.350, -2.057], [-3.813, 1.068, -1.028], [-3.817, -0.591, 1.037], [-4.544, -1.604, -0.181], [-2.854, -3.016, 0.177], [-2.059, -1.973, -0.880], [-0.630, -1.441, 3.686], [0.894, -0.676, 2.979], [-0.317, 0.316, 3.396], [-0.491, -0.078, 0.905], [-2.165, -2.414, 2.143], [-1.322, 0.771, -0.648], [-1.863, 0.880, -2.204], [1.223, 4.037, 0.902], [-0.093, 4.453, 0.069], [0.506, 3.744, 0.322], [4.948, 0.068, -0.222], [3.982, 0.461, -1.297], [4.090, 0.526, -0.317], [2.121, 0.994, -2.517], [2.299, -0.490, -2.880], [2.772, 0.351, -2.834], [-0.210, -1.493, -1.675], [1.148, -1.057, -1.013], [0.757, -1.591, -1.731], [2.065, 2.470, 2.419], [0.549, 3.078, 2.463], [1.483, 3.197, 2.653], [0.975, -2.454, 0.558], [2.447, -2.861, 0.031], [1.919, -2.213, 0.505], [0.395, 2.304, -2.880], [0.763, 2.630, -1.354], [0.593, 1.930, -2.002], [-1.472, 1.942, 1.265], [-1.866, 3.388, 1.018], [-1.663, 2.758, 1.724], [2.042, -3.202, -1.760], [1.376, -4.520, -1.503], [2.256, -4.131, -1.560], [1.564, -0.327, 0.696], [2.412, 0.377, -0.188], [1.478, 0.464, 0.120]],
  "de_lowest_kcal_mol": 69.07,
  "smiles": "C/C=C/CCCN.O.O.O.O.O.O.O.O.O.O",
  "charge": 0
}

6.
{
  "formula": "C6H33NO10",
  "method": "wB97M-V/def2-TZVPD",
  "symbols": ["C", "C", "N", "C", "C", "C", "C", "O", "H", "H", "H", "H", "H", "H", "H", "H", "H", "H", "H", "H", "H", "H", "H", "H", "H", "O", "H", "H", "O", "H", "H", "O", "H", "H", "O", "H", "H", "O", "H", "H", "O", "H", "H", "O", "H", "H", "O", "H", "H", "O"],
  "positions_angstrom": [[-2.395, 1.434, 2.673], [-1.173, 0.519, 2.570], [-0.987, 0.242, 1.111], [1.268, -2.683, 1.540], [0.187, -1.899, 0.717], [0.284, -0.313, 0.709], [0.616, -0.075, -0.775], [1.997, -0.445, -0.980], [-2.130, 2.436, 2.320], [-2.465, 1.490, 3.774], [-3.338, 1.099, 2.200], [-0.247, 0.997, 2.962], [-1.280, -0.480, 3.056], [-1.151, 1.121, 0.626], [1.682, -3.552, 0.979], [0.825, -3.366, 2.288], [1.973, -1.978, 1.977], [-0.796, -2.179, 1.052], [0.202, -2.386, -0.241], [1.153, -0.048, 1.277], [0.043, -0.797, -1.390], [0.445, 0.907, -1.235], [2.448, 0.026, -0.255], [-3.040, 1.032, -2.225], [-3.226, 0.759, -0.764], [-3.110, 1.496, -1.375], [2.696, -1.949, -1.917], [2.324, -3.379, -1.582], [2.189, -2.701, -2.253], [-1.888, -1.055, -3.785], [-2.943, -1.233, -2.673], [-2.517, -0.572, -3.232], [-0.595, -2.966, -2.728], [0.580, -2.280, -3.397], [-0.375, -2.413, -3.485], [-3.472, -1.469, -0.022], [-1.871, -1.327, -0.238], [-2.676, -1.836, -0.408], [1.710, 4.059, 0.898], [0.751, 2.790, 1.023], [1.559, 3.209, 1.328], [3.208, 2.698, -0.307], [2.897, 1.593, -1.469], [2.865, 2.507, -1.179], [-1.067, 2.505, -0.739], [-0.158, 3.504, -1.639], [-0.426, 3.222, -0.762], [3.862, 1.527, 1.874], [2.422, 1.318, 2.293], [3.138, 0.892, 1.805]],
  "de_lowest_kcal_mol": 65.48,
  "smiles": "CCN[C@@H](CC)CO.O.O.O.O.O.O.O.O.O",
  "charge": 0
}

HOMO-LUMO gap across the listed records, respectively: 9.99, 8.88, 9.80, 6.19, 9.36, 9.91 eV.
E_tot across the listed records, respectively: -923.73680, -1129.47554, -4492.57436, -1377.78931, -1055.50006, -1055.50577 Eh.